Entry from OMol25: a single C8H12N2O4 molecule in a non-equilibrium geometry (the ωB97M-V functional and the def2-TZVPD basis).

Calculated values
SMILES string: Cc1o[nH]c(=O)c1[C@H](C(=O)O)N(C)C
Charge: 0
ΔE to the lowest compared entry with this formula, charge and spin (kcal per mole): 0.0
Frontier orbital gap (eV): 9.21
Spin multiplicity: 1
E (eV): -19658.7068
Lowest unoccupied orbital energy (eV): 0.66

Positions of all 26 atoms, in Å:
O 2.53 3.12 -0.01
O 2.07 -1.43 1.20
O 2.66 -0.08 2.97
O 1.55 0.86 -2.42
C 2.10 2.13 -0.59
C 1.95 -0.35 1.83
C 0.94 0.31 -1.30
C 1.29 1.01 -0.13
N 2.31 1.96 -1.92
N -0.52 0.54 1.39
C 0.01 -0.89 -1.48
C -1.31 1.76 1.12
C -1.01 -0.34 2.46
C 0.97 0.77 1.32
H 3.25 -0.84 3.09
H 2.50 2.76 -2.50
H 0.48 -1.71 -2.00
H -0.83 -0.56 -2.11
H -0.34 -1.28 -0.50
H -2.33 1.46 0.81
H -0.86 2.33 0.30
H -1.41 2.36 2.01
H -0.80 0.11 3.47
H -2.11 -0.52 2.35
H -0.53 -1.34 2.43
H 1.20 1.64 1.96

The computed Löwdin charges, all in e, follow: O 0.0415; O 0.0717; O 0.1067; O 0.0294; C -0.4669; C -0.3827; C -0.1613; C -0.0653; N 0.1208; N -0.2348; C 0.0184; C -0.0618; C -0.0843; C -0.1555; H 0.1274; H 0.1669; H 0.0766; H 0.0929; H 0.0890; H 0.0911; H 0.0884; H 0.0713; H 0.0927; H 0.0869; H 0.0846; H 0.1563

***

Entry from OMol25: a gas-phase ion, C8H12N3 (charge +1) in a non-equilibrium geometry (the ωB97M-V functional and the def2-TZVPD basis).

Calculated values
SMILES string: N/C1=N\CC=[N+]=C2CC[C@H]2C1
Charge: +1
ΔE to the lowest compared entry with this formula, charge and spin (kcal per mole): 90.4
Frontier orbital gap (eV): 8.80
Spin multiplicity: 1
E (eV): -12950.8898
Lowest unoccupied orbital energy (eV): -4.26

Positions of all 23 atoms, in Å:
C 0.09 2.45 -0.24
C 1.49 -0.27 0.52
C 0.49 -1.47 0.34
C -1.89 -1.65 -0.57
C -2.04 -0.34 -1.32
C 1.55 2.04 -0.42
C -0.94 -0.92 0.39
C -1.03 0.33 -0.44
N 1.36 0.62 -0.36
N -0.78 1.52 -0.30
N 2.16 -0.27 1.67
H -0.34 3.40 0.09
H 0.48 -1.97 -0.70
H 0.53 -2.18 1.28
H -2.66 -2.11 0.06
H -1.47 -2.50 -1.02
H -1.93 -0.26 -2.47
H -2.94 0.25 -1.08
H 1.91 2.09 -1.41
H 2.10 2.57 0.34
H -1.19 -0.80 1.42
H 2.27 -1.02 2.37
H 2.79 0.51 1.85

The computed Löwdin charges, all in e, follow: C 0.0550; C -0.4076; C -0.0370; C -0.0988; C -0.0368; C -0.1033; C -0.2294; C -0.1679; N 0.0280; N 0.1818; N 0.1692; H 0.1430; H 0.1540; H 0.1584; H 0.1338; H 0.0958; H 0.1694; H 0.1492; H 0.1205; H 0.1240; H 0.1511; H 0.1284; H 0.1192

***

Entry from OMol25: a gas-phase ion, C8H12N3O (charge +1) in a non-equilibrium geometry (the ωB97M-V functional and the def2-TZVPD basis).

Calculated values
SMILES string: C[n+]1onc(C(C)(C)C)c1C#N
Charge: +1
ΔE to the lowest compared entry with this formula, charge and spin (kcal per mole): 96.1
Frontier orbital gap (eV): 9.24
Spin multiplicity: 1
E (eV): -14997.8125
Lowest unoccupied orbital energy (eV): -6.29

Positions of all 24 atoms, in Å:
C 0.61 -2.39 0.16
C -0.50 -1.54 0.17
C -0.66 -0.14 0.00
C 1.26 0.48 -1.41
C 1.25 0.85 1.10
C -0.18 2.26 -0.39
C -2.36 -3.31 0.64
C 0.42 0.87 -0.19
N 1.51 -3.10 0.15
N -1.95 0.14 0.10
N -1.83 -2.02 0.40
O -2.63 -0.94 0.33
H 1.98 1.28 -1.61
H 1.82 -0.44 -1.24
H 0.63 0.37 -2.29
H 2.09 1.53 1.00
H 0.66 1.18 1.95
H 1.65 -0.14 1.32
H 0.63 2.98 -0.48
H -0.79 2.30 -1.29
H -0.80 2.54 0.46
H -3.20 -3.22 1.33
H -2.73 -3.76 -0.29
H -1.59 -3.96 1.07

The computed Löwdin charges, all in e, follow: C -0.1197; C -0.0052; C -0.1453; C -0.0144; C -0.0106; C -0.0328; C 0.0536; C -0.5465; N 0.2771; N 0.2141; N -0.0138; O 0.1054; H 0.1021; H 0.0805; H 0.1009; H 0.1030; H 0.1002; H 0.0826; H 0.1008; H 0.0969; H 0.0911; H 0.1279; H 0.1297; H 0.1227